Below is 2 unconnected molecules or ions with the total composition C5H12N2O, with properties calculated with ωB97M-V/def2-TZVPD.

CARTESIAN COORDINATES (ANGSTROEM)
O (1.319, 1.804, 0.166)
C (0.504, 1.365, 0.979)
C (0.853, 0.633, 2.245)
N (-0.245, 0.695, 3.208)
H (-0.593, 1.454, 0.802)
H (0.959, -0.424, 1.970)
H (1.824, 1.034, 2.606)
H (-0.097, 0.038, 4.002)
H (-0.323, 1.637, 3.622)
C (-1.508, 0.304, -2.489)
C (-0.197, -0.219, -2.001)
C (-0.097, -1.459, -1.531)
N (1.064, -2.157, -1.035)
H (-2.287, -0.520, -2.625)
H (-2.024, 1.032, -1.859)
H (-1.530, 0.731, -3.508)
H (0.665, 0.477, -1.946)
H (-0.942, -2.143, -1.541)
H (0.804, -2.722, -0.237)
H (1.846, -1.563, -0.829)

* charge: +1
* 2S+1: 2
* ⟨S²⟩: 0.761
* strongest force on any atom: 6.31 eV Å⁻¹
* lowest unoccupied orbital energy (spin up / spin down): -3.648 / -8.038 eV
* HOMO level (spin up / spin down): -12.9 / -12.9 eV
* energy above the lowest of the compared OMol25 structures with the same formula, charge and spin: 34.3 kcal per mole

Below is 2 unconnected molecules or ions with the total composition C5H12N2O2, with properties calculated with ωB97M-V/def2-TZVPD.

CARTESIAN COORDINATES (ANGSTROEM)
C (0.172, 1.075, 0.805)
N (-0.658, 0.307, 1.691)
C (-0.437, 0.368, -1.662)
C (-1.728, 0.519, -1.964)
O (1.142, 1.797, 1.579)
H (1.614, 2.382, 0.973)
H (-0.452, 1.810, 0.290)
H (-1.181, 0.916, 2.317)
H (-0.041, -0.253, 2.280)
H (0.358, 0.978, -2.064)
H (-2.037, 1.415, -2.485)
H (-2.521, -0.095, -1.562)
N (-0.792, -1.783, -0.524)
C (1.354, -0.460, -0.004)
C (1.771, -1.445, 0.799)
O (0.157, -0.890, -1.176)
H (-1.450, -2.001, -1.266)
H (-1.211, -1.177, 0.200)
H (2.037, 0.184, -0.537)
H (1.095, -2.182, 1.207)
H (2.808, -1.467, 1.104)

* charge: 0
* strongest force on any atom: 3.19 eV Å⁻¹
* lowest unoccupied orbital energy: 0.726 eV
* HOMO level: -6.6 eV
* energy above the lowest of the compared OMol25 structures with the same formula, charge and spin: 213.0 kcal per mole

Below is a molecular structure, C5H12N2O2, with properties calculated with ωB97M-V/def2-TZVPD.

CARTESIAN COORDINATES (ANGSTROEM)
C (1.248, -1.428, 0.345)
N (0.336, -0.270, 0.381)
C (-1.027, -0.451, -0.299)
N (0.350, 0.305, 1.692)
C (-1.500, -1.720, -0.581)
O (-1.948, 0.478, 0.220)
H (-2.650, -0.051, 0.624)
H (0.185, -0.432, 2.374)
H (-0.438, 0.944, 1.760)
H (1.373, -1.759, -0.681)
H (0.838, -2.229, 0.958)
H (2.216, -1.107, 0.723)
H (-2.511, -1.805, -0.958)
H (-0.823, -2.506, -0.877)
C (0.593, 2.321, -0.519)
C (0.829, 0.893, -0.942)
O (1.759, 0.505, -1.604)
H (-0.507, 0.313, -1.321)
H (-0.406, 2.463, -0.117)
H (1.350, 2.591, 0.222)
H (0.733, 2.946, -1.400)

* charge: 0
* strongest force on any atom: 1.14 eV Å⁻¹
* lowest unoccupied orbital energy (spin up / spin down): 0.525 / 0.526 eV
* HOMO level (spin up / spin down): -7.2 / -7.2 eV
* energy above the lowest of the compared OMol25 structures with the same formula, charge and spin: 142.2 kcal per mole

Below is 2 unconnected molecules or ions with the total composition C5H12N2O2, with properties calculated with ωB97M-V/def2-TZVPD.

CARTESIAN COORDINATES (ANGSTROEM)
C (-1.517, -0.308, 1.445)
C (-0.687, 0.304, 0.321)
N (-1.090, 0.015, -1.017)
C (-0.448, 1.801, 0.541)
N (-0.600, 2.545, -0.573)
O (-0.176, 2.261, 1.633)
H (-2.553, 0.020, 1.370)
H (-1.135, 0.019, 2.409)
H (-1.489, -1.395, 1.391)
H (0.386, -0.138, 0.404)
H (-0.434, -0.805, -1.387)
H (-2.075, -0.239, -1.044)
H (-0.387, 3.528, -0.549)
H (-0.790, 2.072, -1.442)
C (1.474, -1.402, -1.488)
C (1.911, -1.098, -0.243)
O (1.863, -2.043, 0.750)
H (1.165, -2.410, -1.711)
H (1.801, -0.794, -2.315)
H (2.566, -0.249, -0.067)
H (2.216, -1.684, 1.571)

* charge: 0
* strongest force on any atom: 2.98 eV Å⁻¹
* lowest unoccupied orbital energy: 0.686 eV
* HOMO level: -8.9 eV
* energy above the lowest of the compared OMol25 structures with the same formula, charge and spin: 46.2 kcal per mole
* SMILES: C[C@@H](N)C(N)=O.C=CO

Below is C5H12N2S in the gas phase, with properties calculated with ωB97M-V/def2-TZVPD.

CARTESIAN COORDINATES (ANGSTROEM)
C (1.110, 2.169, -0.256)
N (-0.141, 1.400, -0.299)
C (-0.249, 0.292, 0.207)
N (0.786, -0.525, 0.771)
S (2.201, -0.919, -0.144)
C (-1.637, -0.428, 0.366)
C (-2.785, 0.584, 0.195)
C (-1.706, -1.532, -0.694)
H (1.670, 2.164, -1.192)
H (0.871, 3.202, -0.042)
H (1.806, 1.827, 0.580)
H (0.451, -1.336, 1.296)
H (3.020, -0.118, 0.546)
H (-1.711, -0.823, 1.383)
H (-2.717, 1.270, 1.021)
H (-3.764, 0.072, 0.223)
H (-2.672, 1.148, -0.718)
H (-1.478, -1.033, -1.646)
H (-2.668, -2.048, -0.815)
H (-0.939, -2.263, -0.541)

* charge: 0
* strongest force on any atom: 4.13 eV Å⁻¹
* lowest unoccupied orbital energy: 0.777 eV
* HOMO level: -9.1 eV
* energy above the lowest of the compared OMol25 structures with the same formula, charge and spin: 12.1 kcal per mole
* SMILES: C/N=C(\NS)C(C)C

Below is 2 unconnected molecules or ions with the total composition C5H12N2Si, with properties calculated with ωB97M-V/def2-TZVPD.

CARTESIAN COORDINATES (ANGSTROEM)
C (0.685, 0.666, -2.170)
C (-0.202, 2.846, -0.518)
C (-0.961, -2.000, -0.636)
C (-0.992, 0.151, 1.639)
C (1.708, -1.234, 0.864)
N (1.053, 0.722, -3.266)
N (0.280, 0.619, -0.964)
Si (0.022, -0.607, 0.222)
H (-1.181, 2.845, -0.957)
H (-0.120, 2.800, 0.549)
H (0.616, 3.236, -1.088)
H (-1.218, -2.801, 0.047)
H (-1.883, -1.617, -1.063)
H (-0.383, -2.428, -1.451)
H (-1.177, -0.602, 2.399)
H (-0.471, 0.973, 2.120)
H (-1.956, 0.515, 1.298)
H (2.094, -2.034, 0.238)
H (2.448, -0.438, 0.859)
H (1.636, -1.612, 1.878)

* charge: 0
* strongest force on any atom: 4.10 eV Å⁻¹
* lowest unoccupied orbital energy (spin up / spin down): -1.579 / -1.578 eV
* HOMO level (spin up / spin down): -8.8 / -8.8 eV
* energy above the lowest of the compared OMol25 structures with the same formula, charge and spin: 33.2 kcal per mole

Below is a gas-phase ion, C5H12N3 (charge +1), with properties calculated with ωB97M-V/def2-TZVPD.

CARTESIAN COORDINATES (ANGSTROEM)
C (2.112, -3.109, -1.249)
N (1.384, -2.208, -0.367)
N (0.134, -1.819, -0.794)
C (-0.777, -0.898, -0.396)
C (-0.934, 0.401, 0.240)
C (-0.426, 1.236, 1.285)
N (-0.681, 2.503, 1.520)
C (-1.361, 3.393, 0.708)
H (3.034, -2.760, -1.587)
H (2.289, -3.834, -0.471)
H (1.462, -3.407, -2.030)
H (1.861, -1.366, 0.044)
H (-0.187, -2.515, -1.421)
H (-1.631, -1.064, -0.917)
H (-1.592, 0.900, -0.419)
H (0.230, 0.801, 2.077)
H (-0.318, 2.961, 2.429)
H (-0.937, 3.477, -0.241)
H (-2.223, 2.961, 0.341)
H (-1.437, 4.347, 1.249)

* charge: +1
* strongest force on any atom: 3.99 eV Å⁻¹
* lowest unoccupied orbital energy (spin up / spin down): -3.847 / -3.847 eV
* HOMO level (spin up / spin down): -11.9 / -11.9 eV
* energy above the lowest of the compared OMol25 structures with the same formula, charge and spin: 99.7 kcal per mole
* SMILES: CNN/C=C\C=[NH+]/C

Below is a gas-phase ion, C5H12N3 (charge +1), with properties calculated with ωB97M-V/def2-TZVPD.

CARTESIAN COORDINATES (ANGSTROEM)
C (-1.471, 0.767, 1.557)
C (-1.439, -0.044, 0.263)
C (-0.673, 0.601, -0.972)
C (0.752, 1.074, -0.658)
N (1.694, 0.122, -1.003)
N (1.935, -0.847, -2.133)
C (2.112, -1.146, -0.814)
N (2.470, -2.023, 0.092)
H (-2.447, 0.628, 1.993)
H (-0.903, 0.261, 2.229)
H (-1.202, 1.821, 1.405)
H (-1.166, -1.095, 0.419)
H (-2.412, -0.152, -0.172)
H (-0.674, -0.162, -1.801)
H (-1.368, 1.383, -1.235)
H (1.085, 1.139, 0.371)
H (0.942, 2.032, -1.205)
H (2.660, -0.586, -2.836)
H (2.955, -2.947, -0.063)
H (2.142, -1.883, 1.065)

* charge: +1
* strongest force on any atom: 5.77 eV Å⁻¹
* lowest unoccupied orbital energy: -3.772 eV
* HOMO level: -13.9 eV
* energy above the lowest of the compared OMol25 structures with the same formula, charge and spin: 110.0 kcal per mole
* SMILES: CCCCN1NC1=[NH2+]

Below is a gas-phase ion, C5H12N3 (charge +1), with properties calculated with ωB97M-V/def2-TZVPD.

CARTESIAN COORDINATES (ANGSTROEM)
C (2.127, 0.972, -0.162)
C (3.251, -1.140, 0.355)
C (-0.138, 0.403, 0.711)
C (-1.397, -0.317, -1.320)
C (-2.448, -0.228, 0.867)
N (2.820, -0.136, -0.265)
N (0.838, 1.186, 0.115)
N (-1.429, 0.382, -0.010)
H (2.675, 1.845, -0.495)
H (3.096, -1.309, 1.418)
H (3.805, -1.879, -0.209)
H (0.191, -0.609, 0.926)
H (-2.349, -0.217, -1.839)
H (-0.605, 0.091, -1.942)
H (-1.194, -1.371, -1.148)
H (-3.386, -0.344, 0.333)
H (-2.099, -1.207, 1.189)
H (-2.600, 0.387, 1.750)
H (0.547, 2.138, -0.085)
H (-1.705, 1.353, -0.188)

* charge: +1
* strongest force on any atom: 1.72 eV Å⁻¹
* lowest unoccupied orbital energy (spin up / spin down): -3.628 / -3.628 eV
* HOMO level (spin up / spin down): -11.0 / -11.0 eV
* energy above the lowest of the compared OMol25 structures with the same formula, charge and spin: 93.6 kcal per mole

Below is 2 unconnected molecules or ions with the total composition C5H12N3, with properties calculated with ωB97M-V/def2-TZVPD.

CARTESIAN COORDINATES (ANGSTROEM)
C (-2.186, -2.269, 0.723)
C (-1.585, -1.797, -0.381)
C (-1.995, -0.811, 2.515)
N (-2.720, -1.417, 1.680)
H (-2.574, -3.281, 0.803)
H (-1.706, -0.731, -0.543)
H (-1.205, -2.423, -1.170)
H (-2.480, -0.050, 3.116)
H (-0.928, -1.030, 2.621)
C (2.592, 1.694, -2.125)
N (0.415, 0.735, 0.679)
C (0.970, 1.386, -0.325)
N (2.073, 1.040, -0.919)
H (3.590, 2.074, -1.901)
H (1.970, 2.545, -2.380)
H (2.661, 0.988, -2.947)
H (0.534, -0.256, 0.849)
H (-0.478, 1.097, 0.976)
H (0.461, 2.274, -0.680)
H (2.589, 0.231, -0.591)

* charge: +1
* strongest force on any atom: 0.77 eV Å⁻¹
* lowest unoccupied orbital energy: -3.607 eV
* HOMO level: -12.1 eV
* energy above the lowest of the compared OMol25 structures with the same formula, charge and spin: 53.4 kcal per mole

Question: Number 4 is which compound?
Answer: C5H12N2O2